30
Properties=species:S:1:pos:R:3:forces:R:3 method="wB97M-V/def2-TZVPD" lumo_energy_ev=-3.761 smiles="C=Cn1c(OCC)[nH+]c(F)c1C[C@H](C)I" multiplicity=1 total_charge=+1 homo_ev=-12.592 homo_lumo_gap_ev=8.831
C 0.766 -2.316 1.900 -0.094 0.829 -0.816
C 1.110 -1.383 0.960 0.294 -1.417 0.793
N 0.618 -0.026 0.886 -1.615 2.658 -0.718
C -0.199 0.703 1.730 0.059 -0.391 0.333
O -0.766 0.250 2.879 0.720 0.439 -2.081
C -2.118 -0.286 2.703 -2.546 0.175 -0.197
C -2.778 -0.033 1.300 -0.355 0.233 -0.095
N -0.369 1.996 1.276 0.393 -1.202 0.081
C 0.313 2.179 0.046 0.734 -4.012 1.271
F 0.334 3.304 -0.689 -0.180 -1.764 1.424
C 0.915 0.885 -0.162 0.385 3.429 -2.267
C 1.751 0.739 -1.477 -0.744 -0.486 -0.108
C 1.315 -0.481 -2.426 1.189 0.776 -0.565
C 1.352 -0.042 -3.969 -1.041 -0.681 1.003
I -0.769 -1.103 -2.079 0.847 -0.086 -0.111
H 1.570 -3.045 2.196 -1.433 0.193 -0.956
H -0.278 -2.391 2.309 1.581 0.539 0.412
H 1.804 -1.712 0.138 -0.124 1.263 1.298
H -2.203 -1.382 2.936 0.767 1.023 -0.137
H -2.764 0.249 3.464 0.958 -0.603 -0.708
H -2.291 -0.567 0.443 -0.310 0.336 0.926
H -3.852 -0.382 1.361 1.228 0.243 0.026
H -2.840 1.057 1.009 0.121 -1.102 0.494
H -0.964 2.618 1.829 0.391 -0.021 -0.484
H 2.863 0.748 -1.279 -1.158 -0.328 -0.159
H 1.546 1.669 -2.090 0.122 -0.890 0.986
H 2.028 -1.340 -2.261 -1.166 0.676 -0.080
H 1.357 -0.992 -4.567 0.298 1.075 0.326
H 2.204 0.650 -4.200 -0.721 -0.783 0.166
H 0.345 0.434 -4.163 1.400 -0.122 -0.060